# C3H3BrO

An isolated molecule of C3H3BrO (the ωB97M-V functional and the def2-TZVPD basis, the OMol25 dataset).

Atoms and positions in Å:
C1 0.101 -0.332 0.061
C2 -0.246 0.927 0.265
C3 -0.045 1.529 1.792
O1 0.472 1.372 2.803
Br1 -0.886 3.441 1.643
H1 -0.076 -0.724 -0.965
H2 0.563 -1.088 0.668
H3 -0.541 1.734 -0.387

Computed properties:
* energy above the lowest of the compared OMol25 structures with the same formula, charge and spin: 11.9 kcal per mole
* gap between HOMO and LUMO: 9.8 eV
* E: -2765.3135 Ha
* HOMO level: -10.01 eV
* max |F|: 4.65 eV Å⁻¹

List of natural (NBO) charges in e, atom by atom: -0.32 -0.28 0.61 -0.46 -0.25 0.21 0.23 0.26